{"formula": "C15H21Cl3N6O3PdSSi", "method": "ωB97M-V with the def2-TZVPD basis set", "homo_energy_ev": [-7.436, -8.397], "spin_multiplicity": 3, "lumo_energy_ev": [0.41, -1.41], "e_above_lowest_kcal_mol": 9.29, "e_tot_ev": -90742.06121, "elements": ["Pd", "N", "C", "C", "C", "C", "C", "C", "S", "O", "O", "N", "C", "N", "C", "C", "C", "N", "H", "H", "H", "H", "H", "H", "H", "H", "H", "Cl", "Si", "Cl", "Cl", "C", "N", "C", "C", "O", "N", "C", "C", "H", "H", "H", "H", "H", "H", "H", "H", "H", "H", "H", "H"], "xyz": [[1.079, 0.029, -2.049], [-1.163, 3.172, 4.703], [-0.564, 2.999, 3.465], [0.456, 3.859, 3.042], [1.013, 3.716, 1.789], [0.553, 2.719, 0.940], [-0.457, 1.857, 1.341], [-1.013, 1.998, 2.598], [1.306, 2.531, -0.637], [0.260, 2.105, -1.592], [1.976, 3.754, -0.952], [2.267, 1.245, -0.668], [2.629, 0.489, 0.409], [2.678, -0.835, 0.143], [3.015, -1.633, 1.142], [3.297, -1.164, 2.415], [3.222, 0.206, 2.579], [2.905, 1.038, 1.594], [-0.629, 3.677, 5.390], [-1.645, 2.373, 5.078], [0.806, 4.642, 3.704], [1.807, 4.371, 1.455], [-0.798, 1.077, 0.672], [-1.810, 1.334, 2.915], [3.058, -2.694, 0.915], [3.566, -1.824, 3.226], [3.434, 0.668, 3.538], [0.697, 0.791, -5.841], [1.851, 0.233, -4.209], [3.674, -0.289, -5.045], [0.972, -1.750, -3.783], [-2.826, 0.339, -1.712], [-2.592, -1.092, -1.586], [-3.798, -1.898, -1.502], [-1.395, -1.499, -1.076], [-0.609, -0.679, -0.563], [-1.095, -2.825, -1.135], [0.108, -3.274, -0.448], [-1.531, -3.686, -2.227], [-3.521, 0.504, -2.536], [-1.897, 0.859, -1.920], [-3.260, 0.757, -0.798], [-4.508, -1.417, -0.822], [-3.577, -2.887, -1.112], [-4.275, -1.997, -2.479], [0.288, -2.641, 0.415], [0.983, -3.226, -1.102], [-0.041, -4.304, -0.123], [-2.124, -3.128, -2.946], [-2.115, -4.530, -1.854], [-0.655, -4.072, -2.751]]}